Entry 1:
Below is a single C3H6N2O molecule, with properties calculated with ωB97M-V/def2-TZVPD.

Geometry as ORCA input:
```
! RIJCOSX wB97M-V def2-TZVPD def2/J DEFGRID3
* xyz 0 1
H 2.669 1.233 0.968
N 2.233 0.466 0.450
C 0.956 0.560 0.384
N 0.260 -0.397 -0.286
O 1.038 -1.377 -0.872
C -1.108 -0.499 -0.504
C -2.062 0.119 0.190
H 0.327 1.367 0.790
H 1.948 -1.049 -0.702
H -1.300 -1.180 -1.337
H -1.863 0.736 1.068
H -3.097 0.022 -0.148
*
```

Calculated values
- relative energy (zero: lowest compared OMol25 entry of this formula, charge and spin) (eV) = 3.215
- gap between HOMO and LUMO (eV) = 9.21
- LUMO energy (eV) = 0.95
- SMILES = [H]/N=C/N(O)C=C

***

Entry 2:
Below is a single C3H6N2O molecule, with properties calculated with ωB97M-V/def2-TZVPD.

Geometry as ORCA input:
```
! RIJCOSX wB97M-V def2-TZVPD def2/J DEFGRID3
* xyz 0 1
C -0.478 -0.047 1.715
N -1.073 0.199 0.415
C -0.174 0.115 -0.491
N 1.167 -0.090 -0.231
C -0.543 0.026 -1.932
O 0.309 -0.180 -2.769
H 0.031 0.846 2.106
H -1.211 -0.390 2.444
H 0.320 -0.793 1.551
H 1.692 -0.375 -1.042
H 1.619 0.608 0.345
H -1.616 0.103 -2.174
*
```

Calculated values
- relative energy (zero: lowest compared OMol25 entry of this formula, charge and spin) (eV) = 1.572
- gap between HOMO and LUMO (eV) = 9.89
- LUMO energy (eV) = 0.14
- SMILES = C/N=C(\N)C=O

***

Entry 3:
Below is a molecular structure, C3H6N2O2, with properties calculated with ωB97M-V/def2-TZVPD.

Geometry as ORCA input:
```
! RIJCOSX wB97M-V def2-TZVPD def2/J DEFGRID3
* xyz 0 1
C 1.203 0.219 0.237
C 0.575 -1.148 0.147
N -0.691 -0.715 -0.411
C -1.215 0.442 0.234
O -2.525 0.636 -0.131
O 2.075 0.540 -0.737
N -0.404 1.235 0.748
H -2.802 1.444 0.320
H 1.900 1.428 -1.076
H -1.184 -1.228 -1.127
H 1.493 0.571 1.230
H 0.466 -1.629 1.120
H 1.109 -1.794 -0.554
*
```

Calculated values
- relative energy (zero: lowest compared OMol25 entry of this formula, charge and spin) (eV) = 3.916
- gap between HOMO and LUMO (eV) = 9.61
- LUMO energy (eV) = 0.73

***

Entry 4:
Below is a single C3H6N2O2 molecule, with properties calculated with ωB97M-V/def2-TZVPD.

Geometry as ORCA input:
```
! RIJCOSX wB97M-V def2-TZVPD def2/J DEFGRID3
* xyz 0 1
C -1.663 -0.326 -0.761
O -1.180 -0.051 0.548
C 0.155 0.089 0.683
N 0.833 0.895 -0.291
O 2.178 0.306 0.278
C 1.417 -0.661 0.965
N 0.672 -0.016 2.011
H -2.477 -1.042 -0.641
H -0.878 -0.739 -1.398
H -2.053 0.586 -1.225
H 0.544 1.895 -0.226
H 1.656 -1.718 0.918
H 1.152 0.812 2.352
*
```

Calculated values
- relative energy (zero: lowest compared OMol25 entry of this formula, charge and spin) (eV) = 6.254
- gap between HOMO and LUMO (eV) = 10.50
- LUMO energy (eV) = 0.92
- SMILES = CO[C@]12NO[C@H]1N2

***

Entry 5:
Below is a single C3H6N2O2 molecule, with properties calculated with ωB97M-V/def2-TZVPD.

Geometry as ORCA input:
```
! RIJCOSX wB97M-V def2-TZVPD def2/J DEFGRID3
* xyz 0 1
H -0.107 1.707 -0.763
N 0.525 1.336 -0.063
C 0.027 0.436 0.673
N 0.813 -0.068 1.770
C 1.884 -0.748 1.106
O 2.923 -0.218 0.827
O -1.134 -0.231 0.575
C -1.726 -0.275 -0.714
H 1.241 0.757 2.190
H 1.644 -1.789 0.829
H -2.569 -0.953 -0.604
H -1.004 -0.669 -1.440
H -2.084 0.704 -1.056
*
```

Calculated values
- relative energy (zero: lowest compared OMol25 entry of this formula, charge and spin) (eV) = 2.474
- gap between HOMO and LUMO (eV) = 10.95
- LUMO energy (eV) = 0.71
- SMILES = [H]/N=C(/NC=O)OC

***

Entry 6:
Below is a single C3H6N2O2 molecule, with properties calculated with ωB97M-V/def2-TZVPD.

Geometry as ORCA input:
```
! RIJCOSX wB97M-V def2-TZVPD def2/J DEFGRID3
* xyz 0 1
C 0.188 -1.401 -0.858
C -0.190 -0.144 -0.415
C -1.161 0.737 -1.068
N 0.888 0.572 0.634
N 0.770 0.246 1.953
O -0.332 -0.092 2.273
O 1.695 0.488 2.675
H 0.886 -1.963 -0.308
H -0.176 -1.884 -1.690
H -1.930 0.104 -1.607
H -0.797 1.615 -1.625
H -1.626 1.197 -0.149
H 1.787 0.525 0.183
*
```

Calculated values
- relative energy (zero: lowest compared OMol25 entry of this formula, charge and spin) (eV) = 6.458
- gap between HOMO and LUMO (eV) = 10.77
- LUMO energy (eV) = 0.65
- SMILES = C=C(C)N[N+](=O)[O-]

***

Entry 7:
Below is a single C3H6N2O2 molecule, with properties calculated with ωB97M-V/def2-TZVPD.

Geometry as ORCA input:
```
! RIJCOSX wB97M-V def2-TZVPD def2/J DEFGRID3
* xyz 0 1
N -0.446 -0.972 -1.491
C -0.016 -0.326 -0.327
O 1.047 -0.888 0.409
C 0.394 1.150 -0.483
O 0.822 1.372 0.871
C 0.460 0.167 1.422
N -0.868 -0.136 0.961
H -0.579 -1.970 -1.388
H -1.259 -0.522 -1.899
H -0.468 1.776 -0.723
H 1.236 1.322 -1.157
H 0.750 0.094 2.472
H -1.074 -1.067 1.332
*
```

Calculated values
- relative energy (zero: lowest compared OMol25 entry of this formula, charge and spin) (eV) = 3.248
- gap between HOMO and LUMO (eV) = 10.39
- LUMO energy (eV) = 0.93

***

Entry 8:
Below is a molecular structure, C3H6N2O2, with properties calculated with ωB97M-V/def2-TZVPD.

Geometry as ORCA input:
```
! RIJCOSX wB97M-V def2-TZVPD def2/J DEFGRID3
* xyz 0 1
C -1.007 0.422 -1.146
C 1.409 -0.007 0.310
C -0.615 -0.998 1.422
H -2.165 0.638 -0.647
H -0.334 1.498 -0.709
H -1.233 0.703 -2.305
H 1.677 0.278 1.362
H 2.563 1.141 -0.739
H -1.556 -1.378 1.232
N 0.103 -0.657 0.399
N 1.734 0.258 -0.877
O -0.562 -0.820 -0.864
O -0.012 -1.078 2.562
*
```

Calculated values
- relative energy (zero: lowest compared OMol25 entry of this formula, charge and spin) (eV) = 6.788
- gap between HOMO and LUMO (eV) = 10.49
- LUMO energy (eV) = 0.46

***

Entry 9:
Below is a single C3H6N2O2 molecule, with properties calculated with ωB97M-V/def2-TZVPD.

Geometry as ORCA input:
```
! RIJCOSX wB97M-V def2-TZVPD def2/J DEFGRID3
* xyz 0 1
O -1.991 -1.721 -1.083
C -1.123 -1.042 -0.719
N -0.356 -0.009 -1.285
N 0.491 1.037 -0.767
C 0.176 0.961 0.638
C 0.569 -0.505 0.942
O -0.688 -1.364 0.655
H -0.808 0.384 -2.227
H 1.487 0.944 -0.875
H 0.825 1.638 1.124
H -0.807 1.106 1.163
H 0.770 -0.680 2.063
H 1.455 -0.750 0.372
*
```

Calculated values
- relative energy (zero: lowest compared OMol25 entry of this formula, charge and spin) (eV) = 4.012
- gap between HOMO and LUMO (eV) = 10.32
- LUMO energy (eV) = 0.78
- SMILES = O=C1NNCCO1

***

Entry 10:
Below is a molecular structure, C3H6N2O2, with properties calculated with ωB97M-V/def2-TZVPD.

Geometry as ORCA input:
```
! RIJCOSX wB97M-V def2-TZVPD def2/J DEFGRID3
* xyz 0 1
C -1.651 1.464 0.084
C -0.332 1.659 0.055
C -0.220 -1.172 0.325
N 1.517 -1.527 -1.361
N 0.927 -1.083 1.037
O 1.602 -2.144 -2.342
O -0.187 -1.237 -0.882
H -2.215 0.732 0.779
H -2.468 1.866 -0.537
H 0.275 1.345 0.855
H 0.139 2.209 -0.728
H 0.881 -0.957 2.115
H 1.731 -1.155 0.599
*
```

Calculated values
- relative energy (zero: lowest compared OMol25 entry of this formula, charge and spin) (eV) = 8.113
- gap between HOMO and LUMO (alpha / beta) (eV) = 7.88 / 6.65
- LUMO energy (alpha / beta) (eV) = -0.17 / -0.92

***

Entry 11:
Below is a single C3H6N2O2 molecule, with properties calculated with ωB97M-V/def2-TZVPD.

Geometry as ORCA input:
```
! RIJCOSX wB97M-V def2-TZVPD def2/J DEFGRID3
* xyz 0 1
H 0.700 -2.377 1.116
N 0.239 -1.553 0.741
C 0.243 -0.622 1.603
O -0.293 0.584 1.402
C -0.900 0.815 0.129
C 0.159 1.007 -0.966
N 0.282 -0.044 -1.827
O 0.784 2.046 -1.055
H 0.670 -0.666 2.608
H -1.595 0.001 -0.104
H -1.438 1.756 0.242
H 1.076 0.008 -2.451
H 0.073 -0.956 -1.438
*
```

Calculated values
- relative energy (zero: lowest compared OMol25 entry of this formula, charge and spin) (eV) = 1.291
- gap between HOMO and LUMO (eV) = 10.63
- LUMO energy (eV) = 0.87
- SMILES = [H]/N=C/OCC(N)=O

***

Entry 12:
Below is a single C3H6N2O2 molecule, with properties calculated with ωB97M-V/def2-TZVPD.

Geometry as ORCA input:
```
! RIJCOSX wB97M-V def2-TZVPD def2/J DEFGRID3
* xyz 0 1
C 1.754 -0.785 -0.583
O 0.979 -0.665 0.605
C -0.200 -0.035 0.427
N -1.143 -0.488 -0.605
O -1.718 0.854 -0.661
C -0.734 1.327 0.245
N -0.817 0.650 1.521
H 2.766 -1.040 -0.262
H 1.768 0.162 -1.136
H 1.360 -1.571 -1.233
H -1.870 -1.100 -0.224
H -0.385 2.348 0.146
H -1.759 0.343 1.760
*
```

Calculated values
- relative energy (zero: lowest compared OMol25 entry of this formula, charge and spin) (eV) = 5.600
- gap between HOMO and LUMO (eV) = 10.53
- LUMO energy (eV) = 1.01
- SMILES = CO[C@]12NO[C@H]1N2

***

Entry 13:
Below is a single C3H6N2O2 molecule, with properties calculated with ωB97M-V/def2-TZVPD.

Geometry as ORCA input:
```
! RIJCOSX wB97M-V def2-TZVPD def2/J DEFGRID3
* xyz 0 1
N -1.379 -0.339 -1.272
C -0.655 -0.011 -0.093
N 0.624 0.716 -0.380
C 1.850 0.370 0.161
O 2.096 -0.613 0.825
C -0.602 -0.771 1.158
O -1.550 0.292 0.960
H -2.253 0.179 -1.353
H -0.790 -0.183 -2.074
H 0.699 1.515 -1.008
H 2.648 1.115 -0.045
H -0.932 -1.805 1.252
H 0.184 -0.465 1.836
*
```

Calculated values
- relative energy (zero: lowest compared OMol25 entry of this formula, charge and spin) (eV) = 2.729
- gap between HOMO and LUMO (eV) = 10.28
- LUMO energy (eV) = 0.71
- SMILES = N[C@]1(NC=O)CO1

***

Entry 14:
Below is a single C3H6N2O2 molecule, with properties calculated with ωB97M-V/def2-TZVPD.

Geometry as ORCA input:
```
! RIJCOSX wB97M-V def2-TZVPD def2/J DEFGRID3
* xyz 0 1
H -0.044 1.696 -1.024
N 0.536 1.294 -0.306
C -0.008 0.420 0.428
N 0.737 -0.053 1.560
C 1.791 -0.742 0.880
O 2.829 -0.219 0.581
O -1.176 -0.230 0.305
C -1.730 -0.270 -1.003
H 1.168 0.780 1.960
H 1.538 -1.780 0.613
H -2.587 -0.941 -0.942
H -0.988 -0.669 -1.704
H -2.065 0.715 -1.348
*
```

Calculated values
- relative energy (zero: lowest compared OMol25 entry of this formula, charge and spin) (eV) = 2.569
- gap between HOMO and LUMO (eV) = 10.92
- LUMO energy (eV) = 0.71
- SMILES = [H]/N=C(/NC=O)OC

***

Entry 15:
Below is a single C3H6N2O2 molecule, with properties calculated with ωB97M-V/def2-TZVPD.

Geometry as ORCA input:
```
! RIJCOSX wB97M-V def2-TZVPD def2/J DEFGRID3
* xyz 0 1
C 1.286 -1.800 -1.797
C 0.607 -1.156 -0.625
O 0.650 -1.577 0.561
O -0.010 0.068 -0.791
C -0.547 0.530 0.517
N -0.489 1.819 0.544
N -1.586 2.247 1.514
H 1.446 -3.019 -1.408
H 0.733 -1.933 -2.820
H 2.379 -1.408 -2.098
H -0.754 -0.188 1.254
H -0.941 3.027 1.535
H -1.534 1.684 2.398
*
```

Calculated values
- relative energy (zero: lowest compared OMol25 entry of this formula, charge and spin) (eV) = 5.094
- gap between HOMO and LUMO (eV) = 10.34
- LUMO energy (eV) = 0.67
- SMILES = CC(=O)O/C=N/N

***

Entry 16:
Below is a single C3H6N2O2 molecule, with properties calculated with ωB97M-V/def2-TZVPD.

Geometry as ORCA input:
```
! RIJCOSX wB97M-V def2-TZVPD def2/J DEFGRID3
* xyz 0 1
H -1.315 0.552 1.664
N -1.178 -0.134 0.930
C -0.180 0.022 0.168
N 0.853 0.972 0.102
C 1.200 2.070 0.854
O 2.198 2.701 0.590
O 0.087 -0.823 -0.846
C -0.779 -1.921 -1.069
H 1.517 0.808 -0.646
H 0.535 2.348 1.690
H -0.395 -2.387 -1.975
H -1.803 -1.580 -1.224
H -0.738 -2.629 -0.238
*
```

Calculated values
- relative energy (zero: lowest compared OMol25 entry of this formula, charge and spin) (eV) = 1.500
- gap between HOMO and LUMO (eV) = 10.98
- LUMO energy (eV) = 0.79
- SMILES = [H]/N=C(\NC=O)OC

***

Entry 17:
Below is a molecular structure, C3H6N2O2, with properties calculated with ωB97M-V/def2-TZVPD.

Geometry as ORCA input:
```
! RIJCOSX wB97M-V def2-TZVPD def2/J DEFGRID3
* xyz 0 1
C -1.433 0.483 0.540
C 0.607 -0.037 -0.486
C -0.831 -0.524 -0.407
N 1.544 -1.017 -0.549
N -0.097 0.802 1.037
O 0.995 1.079 -1.151
O -1.206 -1.632 -0.719
H 1.307 -1.896 -0.110
H 2.499 -0.735 -0.703
H 0.102 0.325 1.913
H 0.557 1.811 -0.678
H -2.118 0.003 1.241
H -1.925 1.338 0.072
*
```

Calculated values
- relative energy (zero: lowest compared OMol25 entry of this formula, charge and spin) (eV) = 3.162
- gap between HOMO and LUMO (eV) = 9.69
- LUMO energy (eV) = 0.82

***

Entry 18:
Below is a single C3H6N2O2S molecule, with properties calculated with ωB97M-V/def2-TZVPD.

Geometry as ORCA input:
```
! RIJCOSX wB97M-V def2-TZVPD def2/J DEFGRID3
* xyz 0 1
H 1.487 2.332 -0.191
N 2.203 1.567 -0.207
C 1.569 0.404 -0.194
N 2.413 -0.677 0.106
O 0.252 -0.077 -0.348
C -0.738 0.870 -0.056
S -0.838 2.411 0.037
O -2.019 0.382 -0.097
C -2.219 -1.036 -0.030
H 1.719 -1.647 0.265
H 3.257 -0.248 0.677
H -1.975 -1.400 0.976
H -3.320 -1.145 -0.215
H -1.792 -1.736 -0.724
*
```

Calculated values
- relative energy (zero: lowest compared OMol25 entry of this formula, charge and spin) (eV) = 4.085
- gap between HOMO and LUMO (eV) = 9.36
- LUMO energy (eV) = 0.22
- SMILES = [H]/N=C(/N)OC(=S)OC

***

Entry 19:
Below is a single C3H6N2O2S molecule, with properties calculated with ωB97M-V/def2-TZVPD.

Geometry as ORCA input:
```
! RIJCOSX wB97M-V def2-TZVPD def2/J DEFGRID3
* xyz 0 1
C 0.844 -0.945 -1.412
C 0.234 -1.136 0.064
C 0.593 1.012 1.158
N 0.628 0.004 -2.163
N -0.379 -0.009 0.678
O -2.661 -0.178 -0.642
O -1.876 2.085 -0.117
S -1.583 0.759 -0.537
H 1.099 -1.952 -1.669
H -0.441 -1.907 0.027
H 1.036 -1.372 0.713
H 0.869 0.734 2.124
H 1.551 0.996 0.533
H 0.086 1.911 1.242
*
```

Calculated values
- relative energy (zero: lowest compared OMol25 entry of this formula, charge and spin) (eV) = 5.502
- gap between HOMO and LUMO (alpha / beta) (eV) = 7.86 / 8.21
- LUMO energy (alpha / beta) (eV) = -1.98 / -1.23

***

Entry 20:
Below is 2 unconnected molecules or ions with the total composition C3H6N2O2S, with properties calculated with ωB97M-V/def2-TZVPD.

Geometry as ORCA input:
```
! RIJCOSX wB97M-V def2-TZVPD def2/J DEFGRID3
* xyz 0 1
C -0.771 -1.362 -0.167
C 0.640 -1.023 -0.279
C 1.240 0.314 -0.596
N -1.757 -1.128 0.553
N -0.984 1.496 1.850
O -0.182 -1.770 -1.206
O -2.576 1.516 -0.033
S -2.343 1.076 1.310
H 1.271 -1.733 0.311
H 1.503 0.833 0.394
H 0.654 0.991 -1.249
H 2.167 0.209 -1.077
H -2.496 -1.701 0.080
H -0.614 1.125 2.735
*
```

Calculated values
- relative energy (zero: lowest compared OMol25 entry of this formula, charge and spin) (eV) = 4.666
- gap between HOMO and LUMO (eV) = 10.08
- LUMO energy (eV) = 0.41

***

no.,total energy (hartree)
1,-302.57494
2,-302.63532
3,-377.81544
4,-377.72950
5,-377.86842
6,-377.72202
7,-377.83999
8,-377.70990
9,-377.81189
10,-377.66119
11,-377.91189
12,-377.75354
13,-377.85907
14,-377.86494
15,-377.77215
16,-377.90423
17,-377.84315
18,-775.99005
19,-775.93797
20,-775.96867